ORCA calculation (ωB97M-V with the def2-TZVPD basis set) on a cluster of 2 separate species, C4H8O2 in total.

Positions of all 14 atoms, in Å:
C  1.93441  -0.26696  -0.64398
O  1.17357  0.10491  0.52207
C  0.51369  1.21342  0.45295
C  -1.70818  -0.90515  -0.83814
C  -0.25046  1.43467  1.70856
O  -1.38680  1.04474  1.88164
H  2.93783  -0.52229  -0.29992
H  1.45119  -1.14209  -1.08327
H  1.94751  0.56982  -1.34437
H  -1.22275  -0.05141  -1.32011
H  -1.28462  -1.83836  -1.22102
H  -1.57073  -0.82419  0.24174
H  -2.77668  -0.87440  -1.06027
H  0.25108  2.11693  2.43199

Computed properties:
Charge: 0
Strongest force on any atom, Eh/bohr: 0.012
HOMO, eV: -8.9530
Orbital gap, eV: 9.334
Relative energy (zero: lowest compared OMol25 entry of this formula, charge and spin), eV: 4.2172

=====

ORCA calculation (ωB97M-V with the def2-TZVPD basis set) on a structure of composition C27H29BF3N5O5S6Tc.

Positions of all 77 atoms, in Å:
Tc  0.76826  -0.72141  0.70051
S  4.55396  -3.20208  0.79958
C  3.21521  -2.29753  0.76567
S  1.57739  -2.92593  0.83655
S  3.15395  -0.55913  0.61616
C  -1.00010  -2.47735  -3.16123
N  -2.21475  -2.28859  -2.40810
C  -3.01016  -3.30572  -1.89374
C  -3.96306  -2.70950  -1.16062
N  -3.75891  -1.33918  -1.22769
B  -4.60696  -0.30236  -0.50652
N  -3.74260  0.49959  0.56779
C  -4.29829  1.65543  1.04678
C  -3.53202  2.11873  2.05989
N  -2.49299  1.22963  2.18744
C  -1.48932  1.29326  3.22086
C  -2.64890  0.23832  1.27135
S  -1.65589  -1.19380  1.19279
C  -2.66269  -1.07688  -1.98321
S  -1.99714  0.43493  -2.36493
H  -0.98400  -3.49502  -3.55039
H  -0.13809  -2.30806  -2.52057
H  -0.96539  -1.75921  -3.98106
H  -2.82637  -4.34289  -2.10716
H  -4.78906  -3.13019  -0.61878
H  -5.48014  -0.87462  0.11254
H  -5.03711  0.53054  -1.26408
H  -5.19362  2.05273  0.60690
H  -3.62441  2.98268  2.69238
H  -1.57678  2.25405  3.72341
H  -0.50581  1.21834  2.76908
H  -1.63241  0.49475  3.94875
F  0.10435  0.82716  7.34611
C  1.19341  0.10020  7.04705
F  1.14120  -1.02137  7.76903
F  2.26286  0.79892  7.44318
C  1.22988  -0.18437  5.56363
C  1.76900  0.74957  4.69393
C  1.66949  0.51115  3.33920
N  1.05708  -0.56957  2.83786
C  0.58683  -1.49247  3.68482
C  0.65264  -1.33362  5.05614
H  2.26394  1.63934  5.05473
H  2.08460  1.19893  2.61680
H  0.14217  -2.37252  3.24578
H  0.25458  -2.09909  5.70556
O  1.52629  1.08337  -1.84968
C  1.30065  -0.08724  -2.12487
O  0.81432  -0.94868  -1.27486
C  1.60852  -0.63748  -3.47167
C  1.42813  0.17509  -4.57973
C  1.66971  -0.29739  -5.87105
C  2.11356  -1.59166  -5.97919
O  2.42754  -2.28052  -7.11532
C  2.82323  -3.58622  -6.69156
O  2.76904  -3.62633  -5.26774
C  2.31757  -2.39526  -4.87212
C  2.07049  -1.95614  -3.60153
H  1.08046  1.18642  -4.42659
H  1.51611  0.31815  -6.74475
H  3.84556  -3.77785  -7.02327
H  2.13155  -4.32485  -7.10252
H  2.24596  -2.57759  -2.73420
O  0.22171  1.31470  0.66598
S  0.19994  2.49782  -0.32940
C  1.87457  3.20754  -0.23459
C  1.80833  4.47623  0.61411
C  0.66161  4.27739  1.60249
C  -0.48791  3.77329  0.74241
H  2.23603  3.34214  -1.24863
H  2.46038  2.41176  0.22308
H  1.58889  5.33657  -0.02163
H  2.76157  4.66810  1.10635
H  0.40595  5.19240  2.13595
H  0.92290  3.51650  2.34337
H  -0.87492  4.55282  0.08355
H  -1.32161  3.31113  1.27345

Computed properties:
Multiplicity: 4
Charge: 0
Strongest force on any atom, Eh/bohr: 0.020
HOMO (alpha / beta), eV: -6.5969 / -6.5943
Orbital gap (alpha / beta), eV: 5.569 / 4.879
⟨S²⟩: 3.79
Relative energy (zero: lowest compared OMol25 entry of this formula, charge and spin), eV: 0.7955

=====

ORCA calculation (ωB97M-V with the def2-TZVPD basis set) on the ion C5H12N with charge +1.

Positions of all 18 atoms, in Å:
C  -1.33901  -1.43521  1.84417
C  0.01882  -0.95640  1.08395
C  0.52283  0.27655  0.91232
C  1.23486  0.95100  -0.20260
C  0.78886  0.46058  -1.61223
N  -0.79905  0.62536  -1.62386
H  -1.86632  -2.32502  1.37697
H  -1.00758  -1.76158  2.87199
H  -1.99456  -0.52779  2.01247
H  0.44701  -1.72567  0.40507
H  0.84483  0.73085  1.84375
H  2.24593  0.91352  -0.08886
H  1.07898  1.96987  -0.13679
H  1.16800  1.09144  -2.46192
H  1.02226  -0.63270  -1.77269
H  -1.29978  -0.23305  -1.35775
H  -1.12394  1.42485  -0.97455
H  -1.27958  0.91866  -2.50436

Computed properties:
Charge: +1
Strongest force on any atom, Eh/bohr: 0.074
HOMO, eV: -12.4581
Orbital gap, eV: 8.786
SMILES string: C/C=C/CC[NH3+]
Relative energy (zero: lowest compared OMol25 entry of this formula, charge and spin), eV: 3.1807

=====

ORCA calculation (ωB97M-V with the def2-TZVPD basis set) on a cluster of 2 separate species, C4H8O2 in total.

Positions of all 14 atoms, in Å:
C  1.92634  -0.78644  0.62756
C  -0.47835  -0.58789  -0.56317
O  -1.12185  -1.28729  0.35439
C  -0.52709  0.86774  -0.14261
C  -1.70385  1.44540  -0.91138
O  -1.68353  2.47062  -1.54277
H  2.49289  -1.70407  0.77199
H  2.59936  0.05107  0.44076
H  1.34660  -0.58547  1.53584
H  1.29180  -0.93582  -0.26152
H  -1.13427  -2.20640  0.04315
H  0.37436  1.40849  -0.44128
H  -0.70993  1.00217  0.93585
H  -2.61513  0.81716  -0.85280

Computed properties:
Charge: 0
Strongest force on any atom, Eh/bohr: 0.011
HOMO, eV: -8.9359
Orbital gap, eV: 9.195
Relative energy (zero: lowest compared OMol25 entry of this formula, charge and spin), eV: 4.0449

=====

ORCA calculation (ωB97M-V with the def2-TZVPD basis set) on a cluster of 8 separate species, C24H48O24 in total.

Positions of all 96 atoms, in Å:
C  -8.00494  -5.16161  5.36295
O  -7.88120  -3.97906  4.61401
C  -6.78229  -3.22396  4.71818
O  -5.91616  -3.40090  5.52530
O  -6.87829  -2.27825  3.79173
C  -5.72179  -1.61082  3.36804
H  -7.37856  -5.94866  4.92984
H  -9.00918  -5.57346  5.32298
H  -7.63196  -4.98303  6.37221
H  -5.57603  -0.60297  3.77200
H  -5.81833  -1.36850  2.31028
H  -4.72977  -2.02134  3.56180
C  -2.51533  -1.50823  1.21564
O  -1.18275  -1.03435  1.10295
C  -0.77765  -0.48118  -0.04565
O  -1.21278  -0.77050  -1.13371
O  0.29645  0.22666  0.23577
C  1.18182  0.50288  -0.83370
H  -3.15803  -0.92212  0.56210
H  -2.85867  -1.28358  2.22382
H  -2.56120  -2.57699  1.01439
H  2.02339  1.10456  -0.49733
H  0.66544  1.07068  -1.60999
H  1.51877  -0.46755  -1.20641
C  5.66776  0.31493  3.38764
O  4.27619  0.25671  3.61998
C  3.47988  0.78957  2.64915
O  3.85865  1.44532  1.72102
O  2.20591  0.67865  2.93576
C  1.66130  -0.12267  3.95874
H  5.97739  1.25920  2.94459
H  6.04648  -0.53702  2.81865
H  6.11283  0.18653  4.37524
H  1.94712  0.21850  4.95625
H  2.08254  -1.13198  3.96981
H  0.58896  -0.20231  3.82697
C  -5.27152  -2.33642  -0.65072
O  -5.03008  -3.73938  -0.58237
C  -6.05507  -4.54182  -0.36548
O  -7.20353  -4.19926  -0.25043
O  -5.56842  -5.78308  -0.41761
C  -6.41199  -6.83753  0.05080
H  -5.93940  -2.06748  -1.47251
H  -4.36205  -1.79057  -0.87645
H  -5.76305  -2.12792  0.29835
H  -7.07944  -6.47377  0.83088
H  -5.82410  -7.65306  0.46379
H  -6.99703  -7.21280  -0.78774
C  4.71079  3.22579  -1.07728
O  5.81675  3.63438  -1.87990
C  6.38115  4.81721  -1.68662
O  5.98092  5.66985  -0.92822
O  7.37902  4.89600  -2.55695
C  8.19368  6.05008  -2.54100
H  4.85766  3.27901  -0.00236
H  4.62565  2.17606  -1.36030
H  3.83161  3.73473  -1.47236
H  7.85104  6.87282  -3.16943
H  9.13807  5.76225  -3.00705
H  8.47705  6.44281  -1.56600
C  2.26846  0.91010  -4.40405
O  1.62516  1.99875  -5.05855
C  1.02227  2.96135  -4.34959
O  0.82915  2.88446  -3.15880
O  0.77670  3.94405  -5.17653
C  0.33674  5.18363  -4.66177
H  3.13381  1.16240  -3.78923
H  2.49659  0.20381  -5.19284
H  1.57023  0.49967  -3.67054
H  -0.58809  5.06617  -4.09466
H  0.21713  5.84874  -5.51159
H  1.04311  5.62863  -3.95801
C  -1.57341  1.98875  3.53132
O  -2.18884  2.34347  2.29756
C  -3.29913  1.70990  1.92805
O  -3.95833  1.01159  2.65834
O  -3.69246  2.18276  0.76322
C  -4.92248  1.85588  0.16254
H  -0.86843  1.18966  3.30792
H  -2.27162  1.52650  4.23246
H  -1.18122  2.88434  4.00116
H  -5.17331  2.42699  -0.72787
H  -5.69709  2.12018  0.88825
H  -5.02664  0.80087  -0.09337
C  6.31221  -2.13104  -5.44418
O  6.48208  -1.56236  -4.15604
C  5.34955  -1.28419  -3.46487
O  4.24510  -1.58119  -3.78437
O  5.76498  -0.91860  -2.24043
C  4.77792  -0.67577  -1.25026
H  5.70880  -1.52300  -6.11525
H  5.90618  -3.14424  -5.40946
H  7.31734  -2.26888  -5.83853
H  4.44721  -1.65649  -0.90215
H  3.91004  -0.19293  -1.70333
H  5.16660  -0.05499  -0.44863

Computed properties:
Charge: 0
Strongest force on any atom, Eh/bohr: 0.058
HOMO, eV: -10.6248
Orbital gap, eV: 11.126
SMILES string: COC(=O)OC.COC(=O)OC.COC(=O)OC.COC(=O)OC.COC(=O)OC.COC(=O)OC.COC(=O)OC.COC(=O)OC
Relative energy (zero: lowest compared OMol25 entry of this formula, charge and spin), eV: 2.3022

=====

ORCA calculation (ωB97M-V with the def2-TZVPD basis set) on a cluster of 2 separate species, C6H17NO in total.

Positions of all 25 atoms, in Å:
C  0.27231  0.08237  2.26345
N  0.27451  -0.95337  1.26343
C  -0.42363  -0.63813  0.03623
C  0.02141  -1.43664  -1.18817
C  1.28920  -0.91789  -1.87679
C  -1.13183  -1.47342  -2.19638
C  1.07400  1.34749  1.94500
H  0.57110  -0.29681  3.25053
H  -0.72712  0.45975  2.57646
H  0.16937  -1.85809  1.69422
H  -1.50652  -0.87320  0.13345
H  -0.26030  0.43453  -0.12206
H  0.17016  -2.50089  -0.93860
H  1.50535  -1.22586  -2.90354
H  1.12271  0.17172  -2.00222
H  2.12645  -1.12802  -1.20279
H  -0.73770  -1.80938  -3.17055
H  -1.53683  -0.48436  -2.42761
H  -1.90727  -2.15864  -1.86549
H  1.45166  1.23384  0.92426
H  1.95567  1.59858  2.54459
H  0.40789  2.21487  1.94711
H  -1.51817  3.48938  0.60556
H  -1.77583  3.25461  -0.76314
O  -1.02118  3.09647  -0.15132

Computed properties:
Multiplicity: 2
Charge: -1
Strongest force on any atom, Eh/bohr: 0.044
HOMO (alpha / beta), eV: 0.9850 / -5.4304
Orbital gap (alpha / beta), eV: 2.631 / 8.961
⟨S²⟩: 0.75
Relative energy (zero: lowest compared OMol25 entry of this formula, charge and spin), eV: 0.6327

=====

- Which value of strongest force on any atom does entry 6 give?
  0.044 Eh/bohr

=====

What did the sixth record say?
ORCA calculation (ωB97M-V with the def2-TZVPD basis set) on a cluster of 2 separate species, C6H17NO in total.

Positions of all 25 atoms, in Å:
C  0.27231  0.08237  2.26345
N  0.27451  -0.95337  1.26343
C  -0.42363  -0.63813  0.03623
C  0.02141  -1.43664  -1.18817
C  1.28920  -0.91789  -1.87679
C  -1.13183  -1.47342  -2.19638
C  1.07400  1.34749  1.94500
H  0.57110  -0.29681  3.25053
H  -0.72712  0.45975  2.57646
H  0.16937  -1.85809  1.69422
H  -1.50652  -0.87320  0.13345
H  -0.26030  0.43453  -0.12206
H  0.17016  -2.50089  -0.93860
H  1.50535  -1.22586  -2.90354
H  1.12271  0.17172  -2.00222
H  2.12645  -1.12802  -1.20279
H  -0.73770  -1.80938  -3.17055
H  -1.53683  -0.48436  -2.42761
H  -1.90727  -2.15864  -1.86549
H  1.45166  1.23384  0.92426
H  1.95567  1.59858  2.54459
H  0.40789  2.21487  1.94711
H  -1.51817  3.48938  0.60556
H  -1.77583  3.25461  -0.76314
O  -1.02118  3.09647  -0.15132

Computed properties:
Multiplicity: 2
Charge: -1
Strongest force on any atom, Eh/bohr: 0.044
HOMO (alpha / beta), eV: 0.9850 / -5.4304
Orbital gap (alpha / beta), eV: 2.631 / 8.961
⟨S²⟩: 0.75
Relative energy (zero: lowest compared OMol25 entry of this formula, charge and spin), eV: 0.6327

=====

- The highest relative energy (zero: lowest compared OMol25 entry of this formula, charge and spin) belongs to which entry?
  number 1